Here is 12 unconnected molecules or ions with the total composition C25H77N3O16 at a distorted geometry from OMol25. Energies are from ωB97M-V/def2-TZVPD.

Output
* structure (SMILES): COC[C@H](C)N.COC[C@H](C)N.COC[C@H](C)N.OCCO.OCCO.OCCO.OCCO.CO.CO.CO.CO.CO
* multiplicity: 1
* LUMO level: 0.21 eV
* calculated total energy: -64394.221 eV

```
121
C25H77N3O16, DFT ωB97M-V/def2-TZVPD
C -11.442 16.505 -12.947
C -12.539 15.715 -13.669
O -12.169 14.340 -13.673
O -10.121 16.419 -13.506
H -11.414 16.200 -11.901
H -11.553 17.589 -12.915
H -12.663 16.071 -14.692
H -13.519 15.735 -13.192
H -12.215 14.004 -12.775
H -9.822 15.509 -13.436
C -2.558 19.545 -11.370
C -3.725 18.591 -11.573
O -4.717 19.324 -12.345
O -1.436 18.906 -10.728
H -2.820 20.506 -10.928
H -2.294 19.841 -12.385
H -4.082 18.311 -10.581
H -3.414 17.645 -12.015
H -5.410 18.683 -12.518
H -0.931 18.409 -11.376
C -18.364 17.305 -18.847
C -17.881 18.054 -17.628
O -18.360 17.430 -16.449
O -17.888 18.034 -19.970
H -19.438 17.129 -18.909
H -17.977 16.286 -18.841
H -18.267 19.072 -17.685
H -16.793 18.098 -17.583
H -18.167 17.949 -15.665
H -17.928 17.524 -20.782
C -5.333 11.471 -12.382
C -4.592 10.804 -13.540
O -3.389 10.269 -13.185
O -6.511 12.181 -12.737
H -4.570 12.052 -11.864
H -5.736 10.733 -11.689
H -4.488 11.551 -14.327
H -5.237 10.050 -13.992
H -2.885 10.176 -13.997
H -6.987 11.598 -13.332
C -10.293 21.145 -17.175
O -11.447 21.872 -16.916
H -10.499 20.144 -17.552
H -9.824 21.784 -17.924
H -9.695 21.014 -16.272
H -11.177 22.788 -16.808
C -10.048 13.594 -6.134
O -10.132 14.616 -5.179
H -10.222 14.022 -7.121
H -9.024 13.223 -6.184
H -10.695 12.742 -5.926
H -10.028 14.247 -4.299
C -14.512 12.295 -18.667
O -15.022 11.942 -17.433
H -13.713 11.592 -18.902
H -15.141 12.182 -19.549
H -14.125 13.314 -18.633
H -14.449 12.313 -16.757
C -15.838 21.879 -12.170
O -16.882 20.910 -12.069
H -15.224 22.083 -11.293
H -15.085 21.654 -12.925
H -16.269 22.808 -12.541
H -17.565 21.436 -11.646
C -14.153 17.766 -7.823
O -12.819 18.025 -7.396
H -14.297 16.873 -8.431
H -14.874 17.563 -7.030
H -14.563 18.571 -8.433
H -12.522 17.239 -6.931
C -15.916 10.146 -10.536
C -15.531 11.289 -9.544
C -16.038 11.069 -8.142
O -15.577 12.187 -7.375
C -15.565 11.950 -6.006
N -14.094 11.456 -9.463
H -15.604 9.197 -10.099
H -15.518 10.260 -11.544
H -17.006 10.153 -10.537
H -15.945 12.196 -9.984
H -15.672 10.108 -7.779
H -17.122 11.163 -8.207
H -15.027 11.038 -5.747
H -16.561 11.822 -5.580
H -15.060 12.710 -5.410
H -13.677 10.615 -9.090
H -14.216 11.944 -8.587
C -11.021 27.750 -7.187
C -11.542 27.168 -8.490
C -11.333 25.676 -8.596
O -9.957 25.250 -8.721
C -9.748 23.886 -9.048
N -12.971 27.496 -8.586
H -11.643 27.329 -6.397
H -11.183 28.819 -7.055
H -9.980 27.472 -7.019
H -10.980 27.732 -9.235
H -11.880 25.351 -9.481
H -11.840 25.108 -7.815
H -8.692 23.625 -8.979
H -10.095 23.784 -10.076
H -10.292 23.185 -8.414
H -13.099 28.481 -8.403
H -13.427 27.078 -7.787
C -8.091 13.274 -18.827
C -8.234 11.743 -18.825
C -6.976 11.088 -19.443
O -6.807 11.525 -20.842
C -6.052 10.624 -21.605
N -8.504 11.336 -17.431
H -7.397 13.767 -18.147
H -9.008 13.750 -18.479
H -7.868 13.600 -19.843
H -9.112 11.557 -19.444
H -7.153 10.014 -19.384
H -6.151 11.397 -18.801
H -6.636 9.810 -22.035
H -5.320 10.165 -20.941
H -5.636 11.154 -22.462
H -8.912 10.413 -17.455
H -9.222 11.886 -16.980
```

Mulliken population analysis, charges in e, atoms 1 to 5: -0.3682, -0.3081, -0.5477, -0.4901, 0.2806

Here is a molecular structure, C22H40BrClGaIN5O at a distorted geometry from OMol25. Energies are from ωB97M-V/def2-TZVPD.

Output
* multiplicity: 1
* total charge: -1
* LUMO level: 2.39 eV
* calculated total energy: -176008.758 eV

```
72
C22H40BrClGaIN5O, DFT ωB97M-V/def2-TZVPD
C 3.827 -0.606 -0.322
C 4.121 -1.454 -1.526
O 4.545 -0.986 -2.507
N 3.883 -2.862 -1.394
C 2.712 -3.289 -2.195
C 1.384 -2.841 -1.585
C 0.806 -1.672 -2.387
C -0.568 -1.212 -1.865
Ga -0.630 0.820 -1.901
Cl -2.687 1.499 -2.544
Br 0.924 1.776 -3.486
I 0.048 1.691 0.469
H 4.781 -0.388 0.142
H 3.320 0.309 -0.594
H 3.216 -1.178 0.365
H 4.702 -3.289 -1.818
H 2.800 -2.846 -3.183
H 2.740 -4.358 -2.338
H 0.665 -3.650 -1.531
H 1.529 -2.456 -0.583
H 0.739 -1.903 -3.443
H 1.517 -0.860 -2.281
H -0.768 -1.559 -0.856
H -1.363 -1.558 -2.511
C -1.434 6.204 2.547
C -0.203 6.979 2.100
C 0.903 6.026 1.642
C 1.405 5.205 2.744
N 1.791 4.567 3.617
H -1.194 5.573 3.404
H -2.243 6.876 2.834
H -1.797 5.564 1.739
H 0.157 7.616 2.911
H -0.468 7.642 1.272
H 1.735 6.594 1.221
H 0.525 5.378 0.849
C -2.796 1.204 5.077
C -1.624 1.593 4.182
C -0.614 2.509 4.880
C -1.180 3.815 5.207
N -1.610 4.861 5.411
H -3.387 2.076 5.362
H -3.458 0.511 4.555
H -2.448 0.714 5.990
H -1.998 2.076 3.278
H -1.102 0.690 3.864
H 0.248 2.664 4.226
H -0.240 2.038 5.791
C -0.035 -2.663 -7.977
C -1.166 -3.336 -7.207
C -0.985 -3.256 -5.689
C 0.181 -4.006 -5.229
N 1.112 -4.575 -4.870
H 0.920 -3.160 -7.797
H -0.232 -2.697 -9.049
H 0.067 -1.616 -7.686
H -1.247 -4.380 -7.518
H -2.110 -2.852 -7.466
H -1.871 -3.654 -5.192
H -0.889 -2.214 -5.375
C 0.008 -2.939 3.225
C -0.953 -1.804 3.556
C -2.391 -2.087 3.108
C -2.498 -2.167 1.654
N -2.543 -2.191 0.507
H 0.090 -3.088 2.147
H 1.005 -2.716 3.605
H -0.323 -3.878 3.676
H -0.596 -0.881 3.093
H -0.954 -1.640 4.637
H -3.047 -1.289 3.463
H -2.751 -3.016 3.554
```

Mulliken population analysis, charges in e, atoms 1 to 5: -0.8527, 0.4616, -0.5364, -0.4554, -0.8245

HOMO level, respectively: -9.403, -5.729 eV.